38
Properties=species:S:1:pos:R:3:forces:R:3 method="wB97M-V/def2-TZVPD" homo_ev="-16.15 / -16.14" orbital_gap_ev="9.771 / 5.361" total_charge=+2 mol_weight_g_mol=354.8 e_tot_ev=-79281.1712 spin_multiplicity=2 e_above_lowest_kcal_mol=0.0 e_lumo_ev="-6.3745 / -10.7804"
Cu -1.643 0.493 -2.426 0.174 -0.206 -0.619
P 0.448 0.005 0.182 0.537 1.234 -3.014
O -0.529 -0.681 -5.048 -2.025 1.448 2.056
O 0.466 3.021 -2.528 -2.263 -1.292 -0.511
O -3.619 -1.852 -2.023 1.305 2.973 -0.390
O -0.186 -0.044 -1.191 0.406 -0.104 1.864
O -3.972 2.472 -2.306 1.860 -2.296 0.120
N 0.323 -1.494 0.883 -0.966 -0.123 0.989
N -0.378 1.069 1.167 0.304 -0.846 0.415
N 2.044 0.340 -0.055 -0.514 -0.167 0.972
C -0.132 1.180 2.608 0.275 0.528 0.366
C -3.161 1.665 -2.265 -2.953 4.382 -0.134
C 2.629 -0.060 -1.351 -0.155 -0.083 -0.525
C 3.072 0.373 0.989 0.488 0.150 0.402
C -3.072 -0.850 -2.152 -2.066 -5.398 0.852
C -0.788 -2.327 0.444 0.163 -0.688 -0.506
C -1.807 1.284 0.896 -0.161 0.250 -0.129
C -1.172 -0.170 -4.251 2.462 -1.539 -2.440
C 0.791 -1.835 2.218 0.712 -0.262 0.203
C -0.500 2.453 -2.754 3.097 1.983 0.421
H -1.983 1.696 -0.097 0.219 -0.072 0.191
H 2.718 -1.156 -1.417 0.067 0.315 -0.045
H -1.739 -1.981 0.865 0.044 0.029 0.124
H 0.001 -1.700 2.973 -0.019 -0.008 -0.234
H 3.397 -0.646 1.282 -0.132 0.434 -0.152
H 1.676 -1.273 2.534 -0.296 -0.024 -0.252
H -0.693 0.424 3.178 0.073 0.055 -0.181
H 0.926 1.130 2.881 -0.237 -0.023 -0.203
H 2.010 0.309 -2.175 0.287 -0.135 0.235
H -0.583 -3.339 0.796 -0.238 0.028 -0.056
H -0.524 2.160 2.904 0.262 -0.204 0.111
H 1.050 -2.901 2.197 -0.031 0.188 0.128
H 2.758 0.934 1.882 0.094 -0.201 -0.397
H -2.155 1.999 1.645 -0.094 -0.101 -0.211
H 3.945 0.880 0.545 -0.373 -0.130 0.456
H 3.628 0.388 -1.395 -0.338 -0.131 -0.132
H -2.383 0.359 1.009 0.004 0.010 0.029
H -0.861 -2.323 -0.645 0.028 0.025 0.196

---

41
Properties=species:S:1:pos:R:3:forces:R:3 method="wB97M-V/def2-TZVPD" homo_ev="-10.79 / -11.52" orbital_gap_ev="6.323 / 5.729" total_charge=+1 mol_weight_g_mol=729.7 e_tot_ev=-236121.5953 spin_multiplicity=3 e_lumo_ev="-4.4649 / -5.7886"
Te -2.509 4.789 2.160 0.029 -0.161 0.151
Mo -1.321 0.873 1.217 -0.383 -0.662 -0.151
Se -2.630 3.447 4.130 0.011 0.026 -0.201
Se -1.669 3.002 0.381 -0.019 0.245 -0.043
Se -1.734 1.225 3.503 -0.020 0.159 0.169
P 1.151 -0.138 0.307 0.007 -0.005 -0.024
O 0.419 -0.170 1.653 0.022 0.207 -0.084
N -7.165 -1.246 1.374 0.003 -0.003 0.012
N 1.952 -1.517 0.028 -0.051 -0.046 0.046
N 2.089 1.189 0.246 0.075 -0.080 -0.012
N -0.141 0.019 -0.792 0.125 -0.032 0.024
N -2.837 -0.257 0.716 0.098 0.403 0.230
N -4.806 -2.170 -2.451 -0.001 -0.011 0.001
C 2.072 2.260 1.245 0.059 0.078 -0.067
C -0.802 -1.249 -1.198 -0.038 -0.006 -0.024
C -0.013 0.936 -1.943 0.017 0.035 -0.026
C 2.663 -2.147 1.148 0.027 -0.014 0.002
C -6.215 -1.246 0.727 0.008 0.004 -0.024
C 2.349 -1.997 -1.293 0.015 0.005 -0.017
C -5.030 -1.228 -0.063 -0.010 0.034 -0.096
C -4.959 -1.767 -1.385 -0.018 0.019 0.017
C 3.243 1.219 -0.657 -0.018 0.042 0.001
C -3.896 -0.673 0.392 0.080 -0.174 0.017
H 3.106 0.534 -1.491 0.018 -0.005 0.003
H 2.076 -3.047 -1.400 -0.014 0.005 -0.008
H 0.494 1.849 -1.642 -0.007 -0.002 0.005
H 2.882 2.128 1.964 -0.020 -0.007 0.022
H 4.164 0.959 -0.131 -0.002 0.003 0.003
H 3.429 -1.902 -1.426 -0.001 0.001 0.007
H 0.533 0.465 -2.764 -0.002 -0.009 0.006
H -1.011 1.188 -2.297 -0.005 -0.010 0.008
H 2.205 3.216 0.738 -0.032 -0.005 -0.007
H -0.236 -1.754 -1.979 0.010 0.011 -0.005
H 1.125 2.295 1.776 0.036 -0.051 0.083
H -1.789 -1.015 -1.592 -0.002 0.003 0.010
H 3.348 2.222 -1.069 -0.008 -0.003 -0.012
H 1.861 -1.429 -2.082 0.003 0.003 -0.006
H 2.283 -1.774 2.096 -0.004 0.001 -0.003
H 3.736 -1.954 1.086 0.000 0.002 -0.005
H 2.493 -3.223 1.112 0.002 0.001 -0.004
H -0.911 -1.913 -0.343 0.010 -0.001 0.003

---

29
Properties=species:S:1:pos:R:3:forces:R:3 method="wB97M-V/def2-TZVPD" homo_ev=-13.68 orbital_gap_ev=10.031 total_charge=+1 mol_weight_g_mol=152.3 smiles="C#CC(=C)[N+](CC)(CC)CC" e_tot_ev=-12140.5866 e_above_lowest_kcal_mol=118.8 e_lumo_ev=-3.6443
N 0.002 0.081 -0.287 -0.413 -4.245 0.320
C 2.548 0.220 -0.272 -2.342 0.715 0.888
C 1.111 -3.472 0.363 -2.435 3.014 -1.523
C -0.725 -1.662 -2.084 1.722 -1.872 1.287
C -2.481 -0.074 -0.026 2.798 0.179 1.695
C 0.420 -2.607 -0.116 1.358 -0.515 0.083
C 0.129 -0.026 1.227 1.865 1.316 1.262
C -1.247 0.764 -0.565 -3.006 1.127 -0.489
C 1.221 0.776 -0.835 0.052 0.305 0.601
C -0.150 1.342 1.963 -2.221 -1.481 -1.960
C -0.146 -1.621 -0.912 0.197 3.232 0.421
H 1.125 -0.464 1.440 -0.517 0.759 -0.261
H -1.500 0.939 -1.659 1.103 -0.264 1.150
H -1.270 1.512 1.983 1.257 -0.172 -0.046
H 0.930 1.766 -0.386 1.381 -0.291 -1.124
H 1.298 0.787 -1.947 -0.871 0.009 0.844
H -1.211 -0.882 -2.489 -1.346 2.648 -1.487
H -1.200 1.809 -0.093 -0.136 -1.621 -0.792
H 0.143 1.397 2.963 0.922 -0.327 1.474
H -2.486 -0.224 1.079 0.021 0.476 -0.770
H -3.364 0.360 -0.314 -2.091 1.323 -0.614
H 0.272 2.122 1.399 0.653 1.278 -0.284
H -2.478 -1.059 -0.420 0.070 -0.754 -0.509
H -0.460 -0.724 1.747 -1.541 -1.214 -0.496
H 2.787 -0.788 -0.511 -0.345 -1.042 0.118
H 3.311 0.757 -0.682 2.057 1.730 -1.459
H 1.596 -4.157 0.891 1.851 -2.675 1.780
H -0.632 -2.544 -2.655 -0.316 -1.087 -0.398
H 2.596 0.489 0.774 0.274 -0.554 0.287

---

33
Properties=species:S:1:pos:R:3:forces:R:3 method="wB97M-V/def2-TZVPD" homo_ev=-9.49 orbital_gap_ev=10.211 total_charge=0 mol_weight_g_mol=214.3 smiles="CC(C)[C@H](NC(=O)[C@@H]1CCCN1)C(=O)O" e_tot_ev=-19785.3935 e_above_lowest_kcal_mol=11.4 e_lumo_ev=0.7202
O 2.838 -1.830 0.467 -0.441 -0.111 0.047
O 1.897 -2.848 2.214 -1.389 0.141 0.117
O -1.168 0.619 1.535 -0.028 0.369 -0.557
N 0.524 -0.225 0.315 1.304 -1.490 -0.437
N 0.797 2.076 -1.126 -0.700 -0.453 1.569
C -0.358 -3.963 0.403 -0.035 0.226 -1.444
C -0.251 -2.544 -0.225 0.372 -0.916 0.777
C 0.177 2.135 0.278 0.671 1.145 -2.048
C 0.455 -1.623 0.812 -0.822 0.896 -1.012
C -1.623 -2.019 -0.526 -0.889 0.509 -0.584
C -0.267 0.807 0.726 0.652 -1.902 1.683
C 0.743 3.457 -1.571 -0.228 0.413 0.219
C -0.598 4.085 -1.021 1.130 -0.388 0.180
C -0.960 3.132 0.174 -0.438 1.105 -0.401
C 1.853 -2.097 1.115 0.418 0.530 -0.344
H -1.598 -0.931 -0.775 -0.149 -0.897 0.052
H 1.354 -0.133 -0.294 -0.906 0.742 0.508
H -2.231 -2.142 0.371 -0.265 0.156 -0.046
H 0.623 -4.435 0.493 -0.141 0.078 0.415
H 0.912 3.415 -2.660 -0.230 0.639 0.393
H -1.924 2.653 -0.056 0.377 0.017 0.419
H -1.025 3.696 1.110 -0.391 -0.168 -0.198
H -1.389 4.059 -1.769 0.033 0.343 0.072
H 0.285 -2.618 -1.176 0.467 0.157 0.244
H 0.934 2.565 0.968 -0.199 -0.598 -0.355
H -0.933 -3.946 1.327 0.269 -0.021 0.158
H 2.774 -3.179 2.294 1.483 -0.490 0.214
H -0.143 -1.693 1.715 -0.048 0.363 0.168
H 0.126 1.537 -1.693 0.377 0.247 0.201
H -0.906 -4.580 -0.317 -0.070 -0.055 0.165
H -0.345 5.112 -0.678 -0.664 -0.543 -0.370
H 1.537 4.047 -1.066 -0.004 -0.575 -0.534
H -2.111 -2.587 -1.363 0.485 0.533 0.728

---

32
Properties=species:S:1:pos:R:3:forces:R:3 method="wB97M-V/def2-TZVPD" homo_ev=-15.33 orbital_gap_ev=8.684 total_charge=+2 mol_weight_g_mol=214.3 e_tot_ev=-26504.9634 e_above_lowest_kcal_mol=21.7 e_lumo_ev=-6.6443
S 1.322 -2.320 2.909 -1.109 0.161 0.446
O -0.353 -0.495 -1.923 3.179 0.264 -1.395
N 2.356 -0.688 -1.451 0.486 -0.948 1.399
N -1.567 0.521 0.693 -4.915 0.864 -0.728
C 0.295 0.601 -1.480 -1.104 1.156 3.371
C 0.014 -1.520 2.130 0.059 -1.429 -0.445
C -0.153 0.645 0.674 0.523 -1.354 -2.709
C -1.970 -0.545 -0.254 -3.980 -0.256 -2.172
C -2.497 1.829 0.472 3.535 -1.366 -2.987
C 1.845 -0.094 1.757 -0.012 -1.920 1.176
C -1.719 -0.394 -1.778 -1.727 -0.152 0.619
C 0.473 -0.400 1.491 1.011 1.366 -0.064
C 1.839 0.699 -1.549 -2.538 -0.355 -1.277
C 2.389 -1.072 2.603 -0.342 0.748 -2.017
H -2.155 0.573 -2.224 0.615 -1.491 0.407
H 2.126 1.303 -0.722 0.670 0.417 0.398
H -3.457 1.543 0.088 -0.505 -0.336 0.475
H 2.250 0.799 1.309 0.647 0.018 0.554
H -1.966 0.167 1.562 0.707 -0.042 0.687
H -3.127 -0.756 -0.243 2.157 0.527 0.762
H 1.915 -1.212 -2.213 0.637 -0.350 -0.078
H 2.119 1.154 -2.538 0.154 -0.588 0.976
H 3.379 -0.699 -1.428 0.116 -0.053 -1.000
H 0.161 1.625 0.826 0.532 1.560 0.645
H -0.283 1.523 -1.717 0.965 -0.335 -0.003
H -1.451 -1.414 0.020 0.534 -1.280 0.518
H 2.189 -1.242 -0.553 -0.681 1.261 -0.817
H -0.895 -2.135 2.057 0.252 0.835 0.030
H -1.929 2.249 -0.409 -0.896 0.323 1.089
H -2.098 -1.342 -2.281 -0.084 1.520 0.633
H -2.428 2.440 1.324 -0.129 0.642 1.038
H 3.376 -1.342 2.848 1.243 0.596 0.468

---

37
Properties=species:S:1:pos:R:3:forces:R:3 method="wB97M-V/def2-TZVPD" homo_ev=-9.73 orbital_gap_ev=10.066 total_charge=0 mol_weight_g_mol=274.3 smiles="NC(=O)CC[C@H](NC(=O)[C@@H](N)CCC(N)=O)C(=O)O" e_tot_ev=-26860.2870 e_above_lowest_kcal_mol=53.6 e_lumo_ev=0.3380
O -5.076 0.013 1.556 0.155 0.289 0.067
O -0.633 1.722 0.827 1.768 -0.521 -1.157
O 2.115 -1.557 1.999 -0.165 0.342 -0.752
O 3.954 -1.147 0.730 0.682 -0.531 0.308
O 3.348 1.027 -3.889 -2.715 -1.396 -0.501
N -5.078 1.767 2.931 -0.638 1.666 1.325
N -0.598 -1.112 2.046 0.252 0.187 0.242
N 1.120 0.408 0.192 2.450 2.047 -1.874
N 1.779 -0.070 -5.180 2.604 4.183 -3.182
C -2.854 0.745 2.083 -2.030 2.863 0.288
C 1.610 -0.289 -2.772 -1.430 2.455 -0.427
C 1.790 -0.809 -0.276 0.190 -0.026 0.589
C -2.573 -0.052 0.900 1.903 -0.427 -4.267
C -0.158 0.616 0.505 -2.202 1.822 1.488
C -1.109 -0.529 0.786 0.608 -0.716 -0.457
C 2.319 0.322 -4.003 2.469 -0.428 1.605
C -4.392 0.826 2.159 -1.552 -0.037 0.937
C 2.495 -0.697 -1.632 0.503 0.318 0.419
C 2.776 -1.241 0.857 -1.872 0.963 0.288
H -4.685 2.554 3.547 -0.361 -2.049 -1.676
H -2.449 1.775 2.019 -0.249 -0.627 -0.102
H 2.054 0.716 -5.960 -1.008 -2.968 2.237
H -2.444 0.360 2.982 0.076 -0.647 0.982
H 2.944 -1.683 -1.833 0.106 0.465 0.090
H -3.276 -0.870 0.748 0.224 -0.225 0.489
H 3.288 0.074 -1.557 -0.141 -0.644 0.036
H -6.153 1.745 2.959 2.637 -0.350 -0.388
H 0.868 -0.422 -5.236 -1.337 -0.451 0.078
H 0.851 -1.057 -3.051 0.477 0.646 0.152
H 1.030 -1.554 -0.271 -0.616 -0.865 -0.388
H 1.677 1.291 -0.064 -1.324 -1.606 0.954
H 1.095 -1.355 1.937 1.327 -0.704 0.063
H -1.306 -1.797 2.218 0.006 -0.826 0.925
H 1.080 0.726 -2.499 0.264 -2.008 0.012
H -0.990 -1.310 -0.031 -0.383 0.648 1.057
H -2.664 0.505 -0.114 -0.369 -0.303 1.833
H -0.570 -0.456 2.863 -0.307 -0.542 -1.292